No. 1
ORCA calculation (the ωB97M-V functional and the def2-TZVPD basis) on 2 unconnected molecules or ions with the total composition C5H15NP2.

Output
- Orbital gap: 7.4 eV
- Energy relative to the best compared isomer or geometry (same formula, charge and spin): 59.0 kcal per mole
- Molecular weight: 151.1 g mol⁻¹
- Net charge: 0
- HOMO level: -6.997 eV
- SMILES: CP(C)#N.CP(C)C

Atoms and positions in Å:
C  2.929  1.652  -0.241
P  2.328  -0.102  -0.592
C  2.550  -1.025  0.965
N  1.154  -0.339  -1.449
H  2.483  1.842  0.852
H  2.545  2.380  -0.962
H  3.971  1.654  -0.076
H  2.402  -2.104  0.955
H  1.770  -0.646  1.556
H  3.544  -0.722  1.405
C  -1.632  -1.821  0.054
P  -1.177  -0.131  -0.556
C  -2.643  0.394  -1.611
C  -1.454  0.862  1.042
H  -0.626  -2.356  0.172
H  -2.319  -1.752  0.888
H  -2.134  -2.270  -0.875
H  -3.687  0.215  -1.251
H  -2.532  1.461  -1.907
H  -2.567  -0.251  -2.506
H  -2.501  0.595  1.448
H  -0.845  0.599  1.970
H  -1.558  1.866  0.718

=====

No. 2
ORCA calculation (the ωB97M-V functional and the def2-TZVPD basis) on 2 unconnected molecules or ions with the total composition C4H9N2O.

Output
- Orbital gap: 10.1 eV
- Energy relative to the best compared isomer or geometry (same formula, charge and spin): 41.3 kcal per mole
- Molecular weight: 101.1 g mol⁻¹
- Net charge: +1
- HOMO level: -13.804 eV

Atoms and positions in Å:
C  2.311  -0.211  0.388
C  0.786  -0.044  0.356
C  -0.023  -0.982  0.930
N  -1.275  -0.444  1.246
C  -1.344  0.776  0.644
N  -0.054  1.039  0.166
H  2.487  -1.176  -0.129
H  2.538  -0.339  1.523
H  2.873  0.664  0.106
H  -0.010  -2.053  1.265
H  -1.914  -0.568  2.015
H  -2.218  1.275  0.547
H  0.114  1.605  -0.714
H  -1.267  0.180  -3.088
H  -0.004  -0.535  -3.415
O  -0.460  -0.056  -2.738

=====

No. 3
ORCA calculation (the ωB97M-V functional and the def2-TZVPD basis) on a gas-phase ion, C4H10NO (charge +1).

Output
- Orbital gap: 9.9 eV
- Energy relative to the best compared isomer or geometry (same formula, charge and spin): 18.7 kcal per mole
- Molecular weight: 88.1 g mol⁻¹
- Net charge: +1
- HOMO level: -13.844 eV
- SMILES: C[C@@H]([NH3+])CC=O

Atoms and positions in Å:
C  1.223  -0.304  -0.946
C  0.100  -0.421  0.032
N  0.638  -0.858  1.388
C  -0.731  0.854  0.257
C  -1.800  0.986  -0.841
O  -2.806  1.594  -0.656
H  1.983  0.424  -0.679
H  0.867  0.061  -1.916
H  1.663  -1.273  -1.140
H  -0.580  -1.215  -0.187
H  1.118  -0.090  1.859
H  1.315  -1.616  1.285
H  -0.141  -1.201  1.949
H  -0.067  1.716  0.180
H  -1.248  0.843  1.209
H  -1.533  0.500  -1.795

=====

No. 4
ORCA calculation (the ωB97M-V functional and the def2-TZVPD basis) on C5H4F2N2O in the gas phase.

Output
- Orbital gap: 9.7 eV
- Energy relative to the best compared isomer or geometry (same formula, charge and spin): 0.0 kcal per mole
- Molecular weight: 146.1 g mol⁻¹
- Net charge: 0
- HOMO level: -9.725 eV
- SMILES: O=C(C(F)F)n1ccnc1

Atoms and positions in Å:
O  1.313  1.726  -0.481
C  0.987  0.569  -0.338
C  2.109  -0.528  -0.435
F  3.093  -0.111  0.402
F  1.710  -1.768  -0.080
N  -0.355  0.261  -0.049
C  -1.038  -0.870  0.342
C  -2.307  -0.465  0.539
N  -2.441  0.947  0.290
C  -1.272  1.357  0.054
H  2.699  -0.701  -1.422
H  -0.606  -1.746  0.453
H  -3.078  -1.013  0.966
H  -0.815  2.341  -0.243

=====

No. 5
ORCA calculation (the ωB97M-V functional and the def2-TZVPD basis) on a molecular structure, C44H46CdF6N4O7PS2Te.

Output
- Orbital gap (alpha / beta): 5.8 / 6.1 eV
- Energy relative to the best compared isomer or geometry (same formula, charge and spin): 6.5 kcal per mole
- Molecular weight: 1192.0 g mol⁻¹
- Net charge: -2
- HOMO level (alpha / beta): -1.982 / -2.366 eV
- 2S+1: 2
- <S²>: 0.7550

Atoms and positions in Å:
Cd  -1.882  -1.005  -0.255
O  -2.478  0.579  -1.862
C  -3.048  1.720  -1.812
C  -3.161  2.507  -2.999
C  -3.695  3.772  -3.002
C  -4.183  4.347  -1.823
C  -4.137  3.602  -0.665
C  -3.590  2.314  -0.617
C  -3.577  1.651  0.662
N  -2.984  0.550  0.930
N  -3.036  0.144  2.245
C  -2.986  -1.159  2.392
O  -3.031  -2.039  1.468
C  -2.916  -1.608  3.817
C  -3.380  -2.873  4.163
C  -3.289  -3.318  5.473
C  -2.719  -2.509  6.446
C  -2.261  -1.242  6.106
C  -2.364  -0.790  4.800
H  -2.785  2.060  -3.911
H  -3.746  4.330  -3.932
H  -4.579  5.356  -1.816
H  -4.533  4.025  0.255
H  -4.108  2.146  1.482
H  -3.802  -3.495  3.385
H  -3.644  -4.309  5.731
H  -2.628  -2.867  7.465
H  -1.803  -0.613  6.860
H  -2.007  0.188  4.510
F  -6.300  -2.646  -0.015
C  -5.546  -3.748  0.013
F  -5.135  -3.946  1.259
F  -6.343  -4.784  -0.309
S  -4.150  -3.663  -1.237
O  -3.716  -2.299  -1.328
O  -4.751  -4.215  -2.418
N  -3.188  -4.704  -0.525
S  -1.645  -4.609  -0.732
O  -1.135  -3.300  -1.056
O  -0.922  -5.435  0.179
C  -1.415  -5.519  -2.359
F  -1.962  -6.742  -2.300
F  -1.984  -4.862  -3.375
F  -0.117  -5.676  -2.663
C  -0.069  -2.898  1.995
C  0.714  -1.818  1.275
O  1.968  -1.808  1.554
N  0.176  -0.939  0.472
Te  2.030  0.204  -0.025
C  4.234  1.021  0.270
C  5.299  0.153  0.532
C  5.063  -1.253  1.037
C  6.622  0.562  0.351
C  6.933  1.828  -0.112
C  8.361  2.241  -0.360
C  5.881  2.699  -0.370
C  4.557  2.315  -0.187
C  3.471  3.306  -0.522
C  1.412  1.573  1.496
C  1.907  1.535  2.805
C  2.917  0.514  3.247
C  1.439  2.470  3.726
C  0.490  3.422  3.393
C  -0.001  4.430  4.398
C  -0.001  3.433  2.096
C  0.450  2.531  1.142
C  -0.098  2.602  -0.247
H  -0.082  -2.643  3.057
H  0.450  -3.846  1.867
H  -1.084  -2.999  1.632
H  4.001  -1.488  1.034
H  5.435  -1.354  2.061
H  5.596  -1.977  0.417
H  7.425  -0.139  0.563
H  9.051  1.491  0.026
H  8.580  3.197  0.120
H  8.551  2.355  -1.430
H  6.096  3.698  -0.742
H  3.887  4.270  -0.818
H  2.810  3.450  0.331
H  2.867  2.916  -1.344
H  2.621  -0.475  2.900
H  3.008  0.502  4.335
H  3.891  0.743  2.812
H  1.825  2.440  4.740
H  0.548  4.355  5.337
H  -1.062  4.277  4.605
H  0.117  5.443  4.008
H  -0.757  4.159  1.813
H  -0.810  3.417  -0.356
H  -0.605  1.670  -0.484
H  0.694  2.735  -0.986
C  2.298  0.713  -3.656
P  0.762  -0.051  -2.920
C  1.478  -1.759  -2.797
C  -0.196  -0.297  -4.473
C  -0.147  0.603  -5.535
C  -1.002  0.468  -6.620
C  -1.939  -0.553  -6.646
C  -2.001  -1.454  -5.591
C  -1.136  -1.325  -4.518
H  2.128  1.757  -3.926
H  2.636  0.165  -4.537
H  3.082  0.690  -2.896
H  1.727  -2.154  -3.783
H  0.759  -2.410  -2.317
H  2.371  -1.730  -2.171
H  0.549  1.433  -5.507
H  -0.948  1.176  -7.440
H  -2.628  -0.638  -7.478
H  -2.730  -2.255  -5.592
H  -1.214  -2.012  -3.688